{
  "formula": "C31H64NO15S7",
  "method": "ωB97M-V with the def2-TZVPD basis set",
  "homo_lumo_gap_ev": 10.07,
  "total_energy_ev": -141209.7051,
  "relative_energy_kj_mol": 331.80,
  "mol_weight_da": 915.31,
  "lumo_ev": -1.722,
  "total_charge": 1,
  "elements": ["C", "C", "O", "N", "H", "H", "C", "H", "H", "H", "H", "H", "H", "C", "C", "C", "S", "O", "O", "C", "H", "H", "H", "H", "H", "H", "H", "H", "C", "C", "C", "S", "O", "O", "C", "H", "H", "H", "H", "H", "H", "H", "H", "C", "C", "C", "S", "O", "O", "C", "H", "H", "H", "H", "H", "H", "H", "H", "C", "C", "C", "S", "O", "O", "C", "H", "H", "H", "H", "H", "H", "H", "H", "C", "C", "C", "S", "O", "O", "C", "H", "H", "H", "H", "H", "H", "H", "H", "C", "C", "C", "S", "O", "O", "C", "H", "H", "H", "H", "H", "H", "H", "H", "C", "C", "C", "S", "O", "O", "C", "H", "H", "H", "H", "H", "H", "H", "H"],
  "coordinates": [[31.8290, 3.9230, 9.6850], [31.5010, 5.3360, 10.2800], [30.7140, 5.3190, 11.2060], [32.1660, 6.5700, 9.7690], [32.2860, 6.3100, 8.7580], [31.5330, 7.3640, 9.8020], [33.2280, 7.0970, 10.5530], [32.7140, 3.8090, 9.3370], [31.1820, 3.7420, 8.8410], [31.4340, 3.1350, 10.3970], [33.7940, 7.8430, 10.0420], [33.7320, 6.4010, 10.9950], [33.0040, 7.7120, 11.3710], [27.6850, -1.1280, 11.9530], [27.7110, -0.1980, 13.0730], [28.8160, 0.6380, 13.0680], [29.1800, 1.1790, 11.4970], [30.5740, 1.1630, 11.2820], [28.4280, 2.3570, 11.2480], [28.3270, -0.2550, 10.8240], [26.8300, -1.8270, 11.8700], [28.3300, -1.7890, 12.1630], [27.8040, -0.6930, 13.9430], [26.8510, 0.2610, 13.2230], [29.7670, 0.4470, 13.2650], [28.5930, 1.4350, 13.6910], [28.8720, -1.0310, 10.2070], [27.6350, 0.0640, 10.0690], [26.8120, 5.3040, 10.7560], [27.3830, 4.8100, 9.3860], [27.4500, 5.9090, 8.5400], [28.1960, 7.1560, 9.5690], [27.3310, 8.3420, 9.3230], [29.6290, 7.2340, 9.4220], [27.6780, 6.5620, 11.0780], [26.7450, 4.5620, 11.6370], [25.7820, 5.6540, 10.5690], [26.8280, 3.9750, 8.9640], [28.3730, 4.5430, 9.5310], [26.5780, 6.5090, 8.3110], [28.0830, 5.7470, 7.6860], [26.9430, 7.0840, 11.5310], [28.5490, 6.5560, 11.8550], [33.7890, 4.0940, 16.2650], [33.8990, 4.9150, 14.9190], [32.6470, 4.7340, 14.2470], [31.2650, 4.4950, 15.3320], [30.5690, 3.2360, 15.0950], [30.5560, 5.7410, 15.3500], [32.2580, 4.2550, 16.8030], [34.4160, 4.3710, 16.9920], [34.0940, 2.9670, 16.0120], [34.7410, 4.7390, 14.4160], [33.7700, 5.8910, 15.4390], [32.6700, 3.8690, 13.6380], [32.3960, 5.5050, 13.3210], [31.9180, 3.3620, 17.3970], [32.0940, 5.2840, 17.4190], [36.5330, 8.1170, 7.1450], [35.2550, 8.5520, 6.4800], [34.7360, 7.4510, 5.7980], [34.9050, 6.0780, 6.8800], [35.1860, 5.0420, 5.9210], [33.7140, 6.0110, 7.7050], [36.3350, 6.7890, 7.7430], [36.9400, 9.0300, 7.6880], [37.4740, 8.0720, 6.6230], [35.2430, 9.3830, 5.7320], [34.5790, 8.9740, 7.2170], [34.9930, 7.2220, 4.8750], [33.7820, 7.3020, 5.7830], [37.2090, 6.2310, 7.9100], [36.0320, 6.7920, 8.6790], [38.5600, 3.9050, 10.7910], [37.5250, 4.5700, 11.7580], [36.4870, 3.7220, 11.7990], [36.1820, 3.2880, 10.1520], [35.3140, 4.3300, 9.5780], [35.7120, 1.8770, 10.0920], [37.8330, 3.4440, 9.5340], [39.1060, 3.0570, 11.1140], [39.2970, 4.7310, 10.3530], [37.3110, 5.4690, 11.3930], [37.9210, 4.7420, 12.7060], [35.7090, 4.1110, 12.4780], [36.8750, 2.8270, 12.4200], [37.6280, 4.2460, 8.6990], [38.0680, 2.5250, 9.0760], [34.9830, 13.7140, 10.5270], [35.3900, 13.1130, 9.1180], [34.2150, 12.6880, 8.5530], [33.2110, 11.8720, 9.8190], [33.8220, 10.6000, 10.0560], [31.8070, 11.9750, 9.4930], [33.7010, 13.0250, 11.1300], [34.6770, 14.5630, 10.3780], [35.7110, 13.7140, 11.0480], [36.2040, 12.3700, 9.5420], [36.0030, 13.8700, 8.5970], [34.2190, 12.2000, 7.5170], [33.4710, 13.5220, 8.2790], [33.9870, 12.2920, 11.8660], [32.9390, 13.6680, 11.5370], [28.4700, 10.8750, 13.2920], [28.4730, 9.5270, 13.9990], [29.8180, 9.2230, 14.1700], [30.4810, 9.6010, 12.5540], [30.3450, 8.2970, 11.8740], [31.8020, 10.1520, 12.7580], [29.4410, 10.9180, 11.9760], [28.8490, 11.7400, 14.0860], [27.3360, 11.0950, 13.2060], [27.9030, 8.7510, 13.6250], [27.8830, 9.8520, 14.9680], [30.1190, 8.1830, 14.4570], [30.2820, 9.9900, 15.0200], [28.9020, 10.5540, 11.1750], [29.9110, 11.9420, 11.7780]]
}